[1]
The following is a DFT calculation (ωB97M-V/def2-TZVPD) of 2 unconnected molecules or ions with the total composition C2H5NO5P2 in a non-equilibrium geometry.

Geometry as XYZ:
```
15
Properties=species:S:1:pos:R:3:forces:R:3
C 0.6023 -2.4689 -0.9722 0.095 1.182 0.303
C 0.7585 -0.9495 -0.5317 0.213 -0.635 -0.032
N -0.1117 -0.1307 -1.3307 -0.496 0.471 -0.219
O 1.4350 -3.2525 -0.5007 0.698 -0.551 0.402
O -1.5692 1.9572 -1.8491 -0.471 -0.128 -0.211
O -0.3493 -2.7081 -1.7314 -0.635 -0.246 -0.481
O 0.5378 2.2105 -0.3778 0.562 0.139 0.417
O -2.7803 0.5808 3.2092 -0.226 -0.353 -0.028
P -2.0792 1.5633 2.3290 0.344 0.447 -0.442
P -0.5821 1.3946 -0.8969 -0.337 -0.132 0.405
H 1.8004 -0.6287 -0.6517 -0.133 -0.185 0.080
H 0.5137 -0.8867 0.5399 0.075 -0.073 -0.038
H -0.8278 -0.7169 -1.7576 0.152 0.031 -0.048
H -1.4120 1.0727 0.4125 0.023 0.019 0.018
H -0.6803 1.3146 2.5941 0.136 0.013 -0.126
```
Forces are in eV/Å.

Properties
molar mass = 185.0 g/mol
total charge = -2
LUMO level = 5.72 eV
HOMO energy = -1.767 eV
maximum force = 1.22 eV/Å

Here are the Mulliken charges for atoms 1 to 5, given in e: atom 1 (C): 0.5412, atom 2 (C): -0.2606, atom 3 (N): -0.1734, atom 4 (O): -0.7492, atom 5 (O): -0.7242

[2]
The following is a DFT calculation (ωB97M-V/def2-TZVPD) of 9 unconnected molecules or ions with the total composition C36H99N9O9 in a non-equilibrium geometry.

Geometry as XYZ:
```
153
Properties=species:S:1:pos:R:3:forces:R:3
C -3.2645 1.3728 2.0882 1.511 -0.300 -1.357
O -3.4616 2.7632 2.2127 -0.622 -0.127 0.195
C -2.4738 3.4082 3.0004 -0.738 -0.305 0.755
C -1.0784 3.3940 2.3866 0.157 0.971 -0.147
C -0.0306 3.9094 3.3648 -0.661 -0.113 0.688
N -1.0507 4.2799 1.2120 0.105 -0.352 -0.387
H -2.9486 0.8142 2.9751 -0.390 0.399 0.441
H -2.4262 1.2529 1.3876 0.026 -0.306 0.064
H -4.0772 0.8510 1.5868 -0.524 0.444 0.363
H -2.8563 4.4243 3.1286 0.338 0.179 -0.325
H -2.5504 3.0012 4.0217 0.524 -0.337 -0.095
H -0.7778 2.3878 2.0826 -0.275 -0.055 -0.017
H -0.1209 3.3414 4.2956 0.237 0.005 -0.012
H -0.2547 4.9489 3.6225 0.112 0.042 -0.044
H 0.9917 3.8442 3.0040 -0.043 -0.015 -0.204
H -1.8899 4.1816 0.6444 -0.029 -0.129 0.142
H -1.0391 5.2486 1.5106 0.031 -0.011 0.067
C -1.5218 4.0663 -2.2536 -0.054 -0.680 0.643
O -2.9288 3.8771 -2.2253 0.105 0.495 -0.668
C -3.6065 5.0899 -2.5127 -0.012 -0.003 0.409
C -4.8591 5.1677 -1.6594 -0.333 0.233 0.411
C -5.4651 6.5552 -1.7868 -0.959 0.251 -0.076
N -4.5618 4.9125 -0.2461 0.058 -0.390 0.448
H -1.2062 4.5517 -1.3280 0.163 0.279 -0.146
H -1.1573 4.6211 -3.1197 -0.145 -0.047 -0.144
H -1.0869 3.0683 -2.2280 0.138 0.045 -0.241
H -2.9488 5.9447 -2.3217 -0.025 0.028 0.448
H -3.8639 5.2030 -3.5714 -0.098 -0.421 -0.121
H -5.5881 4.4231 -1.9992 0.036 0.044 -0.407
H -6.4180 6.6606 -1.2558 0.073 -0.382 0.176
H -5.7520 6.7740 -2.8188 0.404 0.092 -0.073
H -4.8470 7.3495 -1.3680 0.360 -0.150 -0.232
H -5.4188 4.9853 0.2986 0.031 0.444 -0.134
H -4.3295 3.9331 -0.0855 0.404 0.145 -0.329
C 1.5480 -2.2794 -4.3472 -0.637 -0.422 -0.297
O 2.4388 -2.9917 -3.5230 0.110 0.423 0.072
C 3.4381 -2.1361 -3.0113 0.213 0.376 0.145
C 4.4792 -2.9192 -2.2237 -0.616 0.164 0.343
C 3.8118 -3.9794 -1.3478 0.135 -0.325 -0.299
N 5.2264 -1.9601 -1.3859 0.281 -0.490 0.062
H 1.1293 -1.3811 -3.8856 0.252 0.060 0.239
H 0.7023 -2.9380 -4.5485 0.054 -0.075 -0.054
H 1.9920 -2.0109 -5.3108 0.181 0.086 0.051
H 3.9127 -1.5624 -3.8161 0.104 -0.130 -0.107
H 3.0132 -1.3690 -2.3462 -0.299 -0.110 0.090
H 5.1705 -3.3647 -2.9403 0.087 -0.141 0.148
H 3.1689 -4.6626 -1.9042 0.118 0.051 -0.103
H 3.1861 -3.5009 -0.5902 0.044 0.063 0.047
H 4.5829 -4.5755 -0.8552 -0.076 0.027 0.145
H 5.9670 -2.5030 -0.9431 0.208 0.252 -0.199
H 4.6469 -1.7227 -0.5819 -0.183 0.187 -0.224
C -0.1410 -5.0537 -1.8732 -0.206 -0.827 0.156
O -0.3195 -5.2724 -0.4886 -0.188 0.719 0.562
C 0.7617 -5.8501 0.1969 0.247 -0.258 0.067
C 0.4722 -5.9304 1.7005 -0.230 -0.055 0.114
C 0.3190 -4.5734 2.3584 0.315 0.044 0.369
N 1.5385 -6.7096 2.3236 0.200 -0.463 -0.320
H 0.8718 -4.7348 -2.1264 -0.049 0.198 0.008
H -0.8907 -4.3318 -2.1916 0.138 0.203 0.045
H -0.3680 -5.9943 -2.3918 0.214 0.029 -0.226
H 0.9232 -6.8744 -0.1623 0.100 -0.102 -0.068
H 1.6954 -5.2992 0.0388 -0.019 0.103 -0.040
H -0.4917 -6.4494 1.7822 -0.112 0.028 0.096
H 0.3434 -4.6218 3.4513 -0.338 -0.425 -0.003
H -0.6496 -4.1715 2.0670 0.271 0.427 -0.127
H 1.1656 -3.9082 2.1671 -0.203 0.099 -0.619
H 1.6255 -6.5941 3.3236 -0.255 0.330 0.012
H 1.3482 -7.6959 2.1822 0.228 0.019 -0.076
C 5.1658 4.3319 2.9182 0.122 0.857 1.344
O 6.0423 5.1240 2.1543 -0.370 -0.049 -0.802
C 6.3156 4.5633 0.8684 -0.703 0.221 -0.120
C 6.6828 5.6471 -0.1600 0.585 0.773 1.558
C 7.5176 5.1135 -1.2962 -0.339 -0.242 0.296
N 7.4292 6.7389 0.5049 0.488 0.026 0.054
H 5.6546 3.4267 3.2872 -0.125 -0.245 -0.259
H 4.1725 4.1332 2.5053 0.280 -0.154 -0.636
H 4.9544 4.9540 3.7950 0.074 -0.204 0.086
H 7.1123 3.8244 0.9921 0.040 -0.136 -0.257
H 5.3837 4.1060 0.5181 0.191 -0.474 -0.074
H 5.7958 6.1551 -0.5421 -0.302 -0.426 -0.009
H 7.6092 5.9314 -2.0075 0.366 -0.297 -0.266
H 7.0686 4.2239 -1.7413 -0.146 0.184 -0.250
H 8.4769 4.7842 -0.8903 0.176 0.239 -0.205
H 7.1058 6.8626 1.4596 -0.349 0.045 -0.189
H 8.4080 6.4912 0.6319 -0.036 -0.122 -0.288
C -0.9759 -1.1661 1.1940 -1.634 -0.561 0.113
O -0.2589 0.0249 1.0687 0.647 -0.295 0.742
C 0.9475 -0.2015 0.3717 -0.182 0.495 -1.734
C 1.6962 1.1199 0.1147 -0.592 -0.020 0.770
C 2.3287 1.6647 1.3802 1.082 -0.736 -0.203
N 0.8054 2.1322 -0.4509 -0.168 -0.480 -0.564
H -1.9767 -0.9882 1.6012 0.251 0.511 0.363
H -0.5264 -1.9162 1.8495 0.414 0.102 -0.189
H -1.2625 -1.6164 0.2335 0.731 -0.086 -0.236
H 1.6262 -0.9887 0.7224 -0.243 0.077 0.800
H 0.6204 -0.5684 -0.6168 0.254 -0.059 -0.167
H 2.4853 0.8525 -0.5964 0.018 0.193 -0.130
H 3.1095 0.9610 1.6947 -0.267 -0.123 0.274
H 1.5921 1.7656 2.1735 0.065 0.263 0.054
H 2.9146 2.5637 1.1813 -0.541 0.342 0.046
H 0.3113 2.6783 0.2528 0.322 0.073 0.069
H 0.0644 1.6155 -0.9198 -0.033 0.304 -0.183
C -3.0501 -6.9934 -0.3681 0.793 -0.722 -1.260
O -3.9860 -6.6088 0.5923 0.389 0.092 -0.024
C -5.0813 -5.8854 0.0982 -0.516 1.167 -0.021
C -4.7694 -4.5830 -0.6764 0.567 -0.151 -0.603
C -3.6682 -3.6980 -0.0989 -0.243 -0.076 0.691
N -6.0082 -3.8634 -0.9426 -0.754 0.309 0.491
H -2.7661 -6.2162 -1.0822 -0.082 0.302 0.309
H -3.3420 -7.8386 -1.0121 -0.641 0.012 0.274
H -2.1200 -7.3414 0.0819 -0.161 0.280 0.491
H -5.7118 -6.4522 -0.5947 -0.047 -0.378 0.304
H -5.6344 -5.5993 0.9958 -0.272 -0.269 -0.066
H -4.4613 -4.9248 -1.6723 0.319 0.152 0.044
H -4.0115 -3.1621 0.7943 -0.165 -0.115 -0.009
H -3.4023 -2.9156 -0.8118 0.259 -0.185 -0.123
H -2.8045 -4.2869 0.2230 0.184 0.155 -0.345
H -6.5550 -3.6985 -0.0978 0.156 -0.377 0.088
H -5.8208 -2.9136 -1.2489 0.242 -0.183 -0.341
C 3.4215 4.8156 -2.8743 0.306 0.419 -0.179
O 3.8659 3.8931 -3.8397 0.506 -0.154 -0.605
C 3.1625 2.6732 -3.8635 -1.170 0.241 1.141
C 1.6991 2.8749 -4.3255 0.535 -1.031 -0.674
C 0.9212 1.5872 -4.0802 -0.035 0.813 0.910
N 1.6145 3.2098 -5.7422 0.256 0.951 -0.349
H 3.2757 4.3530 -1.8955 -0.133 -0.078 0.044
H 2.5244 5.3570 -3.1857 -0.235 -0.223 0.084
H 4.1967 5.5784 -2.8051 0.130 -0.089 0.131
H 3.6758 1.9234 -4.4646 0.192 0.305 -0.323
H 3.1374 2.2822 -2.8349 -0.020 -0.118 0.052
H 1.2876 3.6562 -3.6855 -0.220 0.172 -0.369
H -0.1261 1.6028 -4.3805 0.142 0.229 -0.527
H 0.8649 1.5783 -2.9882 0.281 -0.965 0.042
H 1.4483 0.7545 -4.5446 -0.110 -0.229 0.285
H 2.1944 4.0259 -5.9403 -0.217 0.040 0.163
H 2.0551 2.4930 -6.3133 -0.194 -0.275 0.235
C -4.8882 -1.5440 4.4013 0.433 -0.522 0.671
O -4.0485 -1.9933 3.3537 -0.224 0.382 -0.557
C -3.0639 -2.8993 3.7683 1.015 -0.579 1.393
C -3.5633 -4.2821 4.2200 -1.516 0.319 -2.296
C -2.4581 -5.2895 4.3357 0.593 -0.352 2.059
N -4.4740 -4.7917 3.1592 0.121 -0.123 -0.017
H -5.5667 -0.7447 4.1142 0.186 -0.063 -0.580
H -4.2543 -1.1617 5.2113 -0.154 -0.035 0.125
H -5.4791 -2.3871 4.7733 -0.110 0.176 0.159
H -2.3309 -3.0383 2.9738 -0.301 0.099 -0.357
H -2.4766 -2.5289 4.6254 -0.101 0.547 -0.051
H -4.2214 -4.1789 5.0851 0.598 -0.143 0.444
H -1.9687 -5.5779 3.4106 -0.231 0.198 -0.228
H -2.8057 -6.1890 4.8503 -0.331 -0.124 -0.463
H -1.6871 -4.9671 5.0485 0.128 0.352 -0.322
H -4.9996 -4.0147 2.7669 -0.042 0.004 0.161
H -3.8857 -5.1181 2.3950 -0.180 -0.190 -0.012
```
Forces are in eV/Å.

Properties
molar mass = 802.2 g/mol
relative energy (zero: lowest compared OMol25 entry of this formula, charge and spin) = 42.1 kcal/mol
SMILES = COC[C@H](C)N.COC[C@H](C)N.COC[C@H](C)N.COC[C@H](C)N.COC[C@H](C)N.COC[C@H](C)N.COC[C@H](C)N.COC[C@H](C)N.COC[C@H](C)N
total charge = 0
LUMO level = 0.48 eV
HOMO energy = -8.879 eV
maximum force = 2.77 eV/Å

Here are the Mulliken charges for atoms 1 to 5, given in e: atom 1 (C): -0.8244, atom 2 (O): -0.4294, atom 3 (C): -1.2125, atom 4 (C): 1.9636, atom 5 (C): -1.7046

[3]
The following is a DFT calculation (ωB97M-V/def2-TZVPD) of 2 unconnected molecules or ions with the total composition C6H15O2P in a non-equilibrium geometry.

Geometry as XYZ:
```
24
Properties=species:S:1:pos:R:3:forces:R:3
C -3.7290 -0.7406 0.6583 -0.746 1.975 0.646
C -2.6604 -0.3191 -0.4126 1.585 -1.169 4.011
C -1.4527 0.3231 0.4032 0.286 -0.413 -5.667
C -0.1505 0.2035 -0.4933 0.642 0.911 2.379
C 0.8730 1.2948 -0.0946 3.789 -1.691 -2.727
C 2.7696 0.2940 0.0066 -2.596 1.741 -1.014
O 3.3873 1.1218 0.9636 2.196 -1.508 -0.384
O 3.4427 0.2554 -1.2578 -0.555 -1.855 2.086
P 2.4760 -1.4891 0.5604 1.105 -0.946 -0.575
H -3.9901 -1.7806 0.7579 0.052 -0.423 -0.241
H -3.3797 -0.3819 1.6780 -0.412 -0.594 -1.093
H -4.7002 -0.1437 0.4993 1.290 -1.045 0.084
H -2.0982 -1.1267 -0.8950 -1.181 -0.137 -0.495
H -3.1442 0.3859 -1.0045 -0.175 1.006 -1.675
H -1.2681 -0.1443 1.2842 0.281 -1.355 2.677
H -1.5687 1.3447 0.4986 -0.733 2.162 0.769
H -0.3133 0.1978 -1.5426 -0.478 0.144 -0.910
H 0.3314 -0.7443 -0.2460 -0.427 -0.060 -0.255
H 1.2849 2.0113 -0.9065 -1.177 -1.139 1.232
H 0.6982 1.8229 0.8145 0.142 0.059 0.781
H 4.3658 0.8226 1.0822 -2.298 0.653 -0.353
H 3.4419 1.0559 -1.7307 -0.210 1.986 -0.541
H 3.6447 -2.0391 -0.1535 -0.470 0.544 0.898
H 1.7395 -2.2240 -0.4697 0.091 1.155 0.368
```
Forces are in eV/Å.

Properties
molar mass = 150.2 g/mol
relative energy (zero: lowest compared OMol25 entry of this formula, charge and spin) = 152.7 kcal/mol
total charge = 0
LUMO level = 0.72 eV
HOMO energy = -8.688 eV
maximum force = 5.69 eV/Å

Here are the Mulliken charges for atoms 1 to 5, given in e: atom 1 (C): -0.9749, atom 2 (C): -0.4282, atom 3 (C): -1.1512, atom 4 (C): -0.2889, atom 5 (C): -0.8410

[4]
The following is a DFT calculation (ωB97M-V/def2-TZVPD) of a molecular structure, C5H8O3Tm in a non-equilibrium geometry.

Geometry as XYZ:
```
17
Properties=species:S:1:pos:R:3:forces:R:3
H -0.5779 0.5235 1.5003 3.883 0.703 -0.567
O 0.9376 -0.3542 0.1737 0.534 0.691 0.206
C 0.2136 0.8469 0.5937 -5.284 -2.400 2.365
O 0.8341 1.9304 0.6007 4.675 2.138 -0.443
Tm 3.0879 2.0844 0.2675 -3.144 -0.674 0.346
O -0.9390 0.8194 -0.3549 0.003 -1.402 -0.131
C -2.0505 0.5841 0.2718 -1.897 2.064 -3.582
C 2.2003 -0.2359 -0.0280 -0.234 -0.237 0.079
C 2.8586 -1.4993 -0.3678 0.174 0.253 0.044
H 2.2030 -2.3771 -0.3298 0.092 0.257 -0.045
H 3.3007 -1.3750 -1.3712 0.056 -0.154 0.053
H 3.7157 -1.6198 0.3139 0.026 -0.119 -0.138
C -3.1445 -0.0447 -0.4726 0.915 0.252 0.135
H -2.3108 1.2944 1.0718 0.490 -1.092 1.113
H -2.8596 -0.2979 -1.4986 0.004 -0.137 0.304
H -3.9956 0.6532 -0.4607 -0.090 -0.094 0.224
H -3.4737 -0.9326 0.0900 -0.203 -0.050 0.038
```
Forces are in eV/Å.

Properties
2S+1 = 3
molar mass = 285.1 g/mol
relative energy (zero: lowest compared OMol25 entry of this formula, charge and spin) = 0.0 kcal/mol
<S²> = 2.00
total charge = +3
LUMO level (alpha / beta) = -14.61 / -15.95 eV
HOMO energy (alpha / beta) = -23.078 / -23.079 eV
maximum force = 6.27 eV/Å

Here are the Mulliken charges for atoms 1 to 5, given in e: atom 1 (H): 0.4527, atom 2 (O): -0.1111, atom 3 (C): 0.8216, atom 4 (O): -0.6914, atom 5 (Tm): 2.0195

Look up the molar mass of the second one.
802.2 g/mol